No. 1
{"formula": "C6H14O", "method": "ωB97M-V/def2-TZVPD", "homo_lumo_gap_ev": 10.38, "relative_energy_kcal_mol": 78.4, "e_homo_ev": -9.47, "e_tot_ev": -8493.49447, "lumo_energy_ev": 0.9172, "species": ["C", "C", "C", "C", "C", "C", "H", "H", "H", "H", "H", "H", "H", "H", "H", "H", "H", "H", "O", "H", "H"], "coordinates": [[2.419, 1.644, -0.400], [1.417, 0.879, -0.422], [1.025, -0.003, 0.603], [-0.384, -0.719, 0.410], [-1.672, 0.160, 0.123], [-2.979, 0.060, 1.034], [3.144, 1.964, 0.312], [2.529, 2.414, -1.162], [0.630, 1.154, -1.231], [1.936, -0.628, 0.972], [0.840, 0.750, 1.421], [-0.214, -1.301, -0.423], [-0.505, -1.423, 1.331], [-1.857, 0.269, -0.967], [-1.345, 1.177, 0.467], [-3.866, 0.553, 0.597], [-2.879, 0.544, 1.901], [-3.386, -0.939, 1.372], [1.897, -2.121, -2.293], [2.205, -2.798, -1.616], [1.047, -1.638, -2.029]], "mulliken_charge": [-1.001, 0.260, -0.445, -0.463, -0.335, -1.305, 0.303, 0.242, 0.085, 0.316, 0.279, 0.150, 0.270, 0.376, 0.192, 0.334, 0.428, 0.309, -0.666, 0.328, 0.344]}

---

No. 2
{"formula": "CH3N5O", "method": "ωB97M-V/def2-TZVPD", "homo_lumo_gap_ev": 10.49, "relative_energy_kcal_mol": 1.3, "e_homo_ev": -9.73, "e_tot_ev": -10581.62586, "lumo_energy_ev": 0.7566, "species": ["N", "N", "N", "N", "N", "C", "O", "H", "H", "H"], "coordinates": [[1.824, 0.194, -0.156], [0.451, 0.179, -0.297], [-0.158, 0.984, -1.134], [-1.398, 0.876, -0.977], [-1.650, 0.000, 0.042], [-0.466, -0.476, 0.588], [-0.268, -1.317, 1.418], [2.092, 0.543, 0.759], [2.188, -0.760, -0.389], [-2.614, -0.222, 0.147]], "mulliken_charge": [-0.733, 0.689, -0.242, -0.322, 0.122, 0.305, -0.571, 0.258, 0.268, 0.225]}

---

No. 3
{"formula": "C4H5NO", "method": "ωB97M-V/def2-TZVPD", "homo_lumo_gap_ev": 9.93, "relative_energy_kcal_mol": 36.6, "e_homo_ev": -9.09, "e_tot_ev": -7764.93781, "lumo_energy_ev": 0.8455, "species": ["O", "C", "C", "C", "N", "C", "H", "H", "H", "H", "H"], "coordinates": [[-0.486, -0.329, -2.095], [0.155, -0.313, -1.073], [0.010, -1.330, -0.016], [-0.582, -0.533, 0.887], [-0.311, 0.843, 0.743], [0.648, 0.941, -0.363], [-0.201, -2.374, -0.184], [-1.420, -0.834, 1.498], [-0.037, 1.267, 1.619], [0.531, 1.829, -0.984], [1.692, 0.833, -0.032]], "mulliken_charge": [-0.554, 0.656, -0.671, -0.120, -0.382, -0.455, 0.339, 0.372, 0.265, 0.272, 0.277]}

---

No. 4
{"formula": "C5H11N4O5", "method": "ωB97M-V/def2-TZVPD", "total_charge": 1, "homo_lumo_gap_ev": 9.18, "relative_energy_kcal_mol": 92.3, "e_homo_ev": -13.07, "e_tot_ev": -21545.40155, "lumo_energy_ev": -3.8917, "species": ["C", "C", "C", "C", "C", "N", "N", "N", "N", "O", "O", "O", "O", "O", "H", "H", "H", "H", "H", "H", "H", "H", "H", "H", "H"], "coordinates": [[-1.997, -0.574, -0.477], [-4.044, 0.335, 0.274], [-1.895, 1.523, 0.609], [4.682, 0.515, -0.726], [-0.842, -1.300, -0.925], [2.908, -0.081, 0.674], [-2.605, 0.372, 0.096], [2.118, 0.349, -0.206], [-0.042, -1.957, 0.168], [0.998, -2.451, -0.143], [-2.217, -1.747, -0.992], [0.889, 0.249, 0.042], [-0.577, -1.942, 1.242], [4.250, -0.025, 0.513], [-4.493, 1.198, -0.217], [-4.458, -0.580, -0.145], [-4.278, 0.379, 1.338], [-2.090, 1.616, 1.676], [-0.823, 1.404, 0.448], [-2.248, 2.427, 0.115], [5.764, 0.428, -0.692], [4.385, 1.562, -0.828], [4.288, -0.063, -1.561], [-0.320, -1.128, -1.861], [2.648, -0.506, 1.577]], "mulliken_charge": [0.795, -0.850, -0.685, -0.474, -0.134, 0.444, 0.043, -0.152, 1.089, -0.545, -0.395, -0.596, -0.581, -0.267, 0.340, 0.337, 0.329, 0.360, 0.147, 0.361, 0.282, 0.258, 0.249, 0.426, 0.219]}

---

No. 5
{"formula": "C6H10N3O2S", "method": "ωB97M-V/def2-TZVPD", "total_charge": 1, "homo_lumo_gap_ev": 10.48, "relative_energy_kcal_mol": 0.0, "e_homo_ev": -13.68, "e_tot_ev": -25777.25830, "lumo_energy_ev": -3.1971, "species": ["N", "S", "O", "O", "C", "C", "C", "C", "N", "C", "C", "N", "H", "H", "H", "H", "H", "H", "H", "H", "H", "H"], "coordinates": [[-2.905, 1.329, -0.493], [-1.874, 0.304, 0.351], [-2.574, -0.832, 0.815], [-1.143, 1.124, 1.265], [-0.542, -0.310, -0.911], [-0.189, -1.788, -0.624], [0.656, -1.785, 0.670], [1.372, -0.462, 0.554], [2.368, 0.327, 1.038], [2.369, 1.510, 0.433], [1.372, 1.465, -0.532], [0.739, 0.251, -0.451], [-3.828, 1.016, -0.886], [-2.786, 2.337, -0.461], [-0.810, -0.018, -1.929], [0.147, -2.063, -1.599], [-1.141, -2.270, -0.521], [1.376, -2.618, 0.702], [-0.014, -1.874, 1.480], [2.864, 0.008, 1.860], [3.174, 2.265, 0.662], [1.369, 2.085, -1.424]], "mulliken_charge": [-0.490, 1.265, -0.621, -0.636, -0.244, -0.889, -0.644, 0.167, -0.057, -0.452, -0.175, 0.149, 0.238, 0.242, 0.506, 0.379, 0.488, 0.400, 0.336, 0.244, 0.400, 0.393]}

---

No. 6
{"formula": "C7H10", "method": "ωB97M-V/def2-TZVPD", "homo_lumo_gap_ev": 8.47, "relative_energy_kcal_mol": 130.9, "e_homo_ev": -7.45, "e_tot_ev": -7415.35924, "lumo_energy_ev": 1.0291, "species": ["C", "C", "C", "C", "C", "C", "C", "H", "H", "H", "H", "H", "H", "H", "H", "H", "H"], "coordinates": [[1.352, -1.658, -0.128], [1.854, -0.453, 0.028], [-2.321, -0.337, 0.161], [-1.428, 0.926, -0.056], [0.041, -1.150, 0.407], [-0.946, -0.437, -0.436], [2.285, 1.010, 0.003], [1.490, -2.497, -0.873], [-2.402, -0.471, 1.223], [-3.205, -0.512, -0.344], [-1.761, 1.447, -0.948], [-0.952, 1.569, 0.641], [-0.082, -1.095, 1.422], [-0.789, -0.566, -1.539], [3.176, 1.372, -0.358], [2.345, 1.372, 1.118], [1.343, 1.480, -0.319]], "mulliken_charge": [-0.475, 0.181, -0.860, -0.591, -0.549, 0.262, -0.842, 0.282, 0.238, 0.324, 0.204, 0.350, 0.358, 0.321, 0.394, 0.226, 0.176]}